[1]
The following is a DFT calculation (ωB97M-V/def2-TZVPD) of C26H21FN2O4PSe2Ti as an isolated structure.

```
58
Properties=species:S:1:pos:R:3
Ti 0.596 0.360 1.201
Se 0.125 1.040 3.581
P -1.133 -0.756 3.452
Se -1.329 -1.291 1.333
C -0.385 -2.100 4.388
C 0.140 -1.821 5.650
C 0.650 -2.851 6.420
C 0.639 -4.153 5.934
C 0.119 -4.428 4.679
C -0.397 -3.402 3.900
C -2.754 -0.419 4.152
C -2.920 0.564 5.121
C -4.163 0.734 5.713
C -5.226 -0.074 5.337
C -5.058 -1.054 4.368
C -3.822 -1.231 3.771
H 0.159 -0.804 6.021
H 1.062 -2.640 7.397
H 1.043 -4.955 6.537
H 0.117 -5.442 4.303
H -0.794 -3.612 2.916
H -2.090 1.200 5.401
H -4.301 1.501 6.463
H -6.195 0.064 5.798
H -5.892 -1.676 4.075
H -3.688 -1.988 3.008
C 1.376 4.304 -5.140
C 1.791 2.851 -5.275
C 1.138 2.179 -6.470
C 1.697 0.781 -6.654
C 1.602 -0.004 -5.374
C 1.612 -1.378 -5.395
C 1.495 -2.112 -4.214
F 1.515 -3.444 -4.298
C 1.347 -1.511 -3.001
C 1.325 -0.109 -2.951
C 1.147 0.560 -1.694
O 1.073 -0.133 -0.602
C 1.088 1.950 -1.698
C 1.294 2.636 -2.879
N 1.479 2.044 -4.049
C 1.469 0.648 -4.129
C 0.865 2.743 -0.447
O 1.239 3.876 -0.340
O 0.216 2.040 0.480
H 1.555 4.789 -6.099
H 1.955 4.849 -4.396
H 0.314 4.397 -4.908
H 2.877 2.797 -5.395
H 1.327 2.786 -7.354
H 0.055 2.148 -6.318
H 2.744 0.840 -6.966
H 1.163 0.249 -7.441
H 1.701 -1.905 -6.336
H 1.242 -2.091 -2.096
H 1.314 3.714 -2.843
O 1.958 -1.154 1.713
N 2.526 -0.106 1.652
```

Charge   +1
Frontier orbital gap (spin up / spin down)   7.15 / 7.15 eV
HOMO level (spin up / spin down)   -0.416 / -0.416 hartree
2S+1   1
ΔE to the lowest compared entry with this formula, charge and spin   0.0 kcal per mole
LUMO level (spin up / spin down)   -4.2 / -4.2 eV
Largest force on an atom   0.516 eV/A

[2]
The following is a DFT calculation (ωB97M-V/def2-TZVPD) of C28H31N8O4OsPS2 as an isolated structure in a non-equilibrium geometry.

```
75
Properties=species:S:1:pos:R:3
Os -0.004 0.046 0.849
O -3.534 0.801 -3.290
C -2.327 0.993 -3.836
C -2.283 1.213 -5.214
C -1.082 1.421 -5.853
C 0.121 1.413 -5.138
C 0.096 1.187 -3.786
C -1.118 0.964 -3.110
C -1.071 0.672 -1.693
O 0.080 0.534 -1.120
N -2.207 0.494 -1.009
N -1.918 0.150 0.262
C -2.831 -0.182 1.104
C -2.343 -0.656 2.391
C -3.172 -1.088 3.408
C -2.625 -1.589 4.577
C -1.247 -1.642 4.700
C -0.467 -1.190 3.655
N -0.987 -0.695 2.525
H -3.435 0.652 -2.330
H -3.222 1.219 -5.752
H -1.074 1.586 -6.923
H 1.060 1.576 -5.647
H 1.012 1.171 -3.208
H -3.876 -0.126 0.831
H -4.242 -1.027 3.258
H -3.258 -1.947 5.378
H -0.782 -2.015 5.601
H 0.611 -1.227 3.718
C 1.006 4.827 -3.268
C 1.463 4.951 -1.836
O 0.825 3.906 -1.053
P 1.620 3.106 0.045
S 0.148 2.425 1.323
S 2.927 1.867 -0.692
O 2.365 4.273 0.832
C 3.267 3.967 1.918
C 3.782 5.265 2.489
H 1.393 5.671 -3.840
H -0.083 4.835 -3.320
H 1.369 3.899 -3.707
H 1.158 5.901 -1.398
H 2.547 4.863 -1.755
H 4.079 3.348 1.531
H 2.722 3.399 2.676
H 4.385 5.799 1.755
H 4.391 5.061 3.370
H 2.947 5.900 2.786
C 3.024 -1.540 -0.116
C 3.014 -0.713 1.118
N 1.927 -0.179 1.660
C 2.326 0.460 2.825
C 3.653 0.290 2.983
N 4.078 -0.452 1.894
C 5.490 -0.747 1.616
N 6.302 0.408 1.827
N 6.648 0.751 3.102
N 7.149 1.918 3.105
C 7.137 2.413 1.811
C 7.544 3.650 1.302
C 7.357 3.863 -0.043
C 6.781 2.880 -0.875
C 6.389 1.655 -0.389
C 6.577 1.448 0.979
H 2.047 -1.478 -0.591
H 3.238 -2.584 0.118
H 3.761 -1.177 -0.834
H 1.634 1.001 3.446
H 4.332 0.610 3.753
H 5.580 -1.073 0.584
H 5.837 -1.526 2.292
H 7.982 4.397 1.950
H 7.660 4.804 -0.482
H 6.634 3.100 -1.924
H 5.938 0.910 -1.030
```

Charge   +1
Frontier orbital gap (spin up / spin down)   6.16 / 6.28 eV
HOMO level (spin up / spin down)   -0.393 / -0.393 hartree
2S+1   2
ΔE to the lowest compared entry with this formula, charge and spin   38.5 kcal per mole
LUMO level (spin up / spin down)   -4.5 / -4.4 eV
Largest force on an atom   1.757 eV/A
Expectation value of S²   0.758

[3]
The following is a DFT calculation (ωB97M-V/def2-TZVPD) of a 3-piece molecular cluster, C15H22FNO8S overall in a non-equilibrium geometry.

```
48
Properties=species:S:1:pos:R:3
O 0.392 3.295 0.025
C 0.604 2.018 0.389
F 1.057 1.789 1.808
C 0.333 0.732 -0.645
C -0.234 -0.562 0.190
C -1.313 -1.521 -0.655
O -2.646 -1.464 -0.712
N -0.440 -2.582 -1.357
C 1.006 -2.476 -0.830
C 0.783 -1.760 0.655
C 2.195 -1.406 1.411
C 2.255 -1.957 2.986
C 1.515 -0.958 4.056
S -0.352 -1.048 3.918
H 1.334 0.551 -1.224
H -0.450 1.156 -1.440
H -0.759 -0.075 1.116
H -0.667 -3.543 -0.981
H 1.575 -3.515 -0.718
H 1.604 -1.791 -1.568
H 0.208 -2.460 1.410
H 3.039 -2.028 0.841
H 2.525 -0.281 1.335
H 1.891 -3.063 3.101
H 3.417 -1.963 3.253
H 1.928 0.154 4.023
H 1.792 -1.355 5.147
H -0.844 -1.728 5.077
O -3.408 0.656 4.207
C -3.615 1.275 3.177
O -2.650 1.912 2.451
C -3.247 2.308 1.231
C -4.701 2.378 1.566
O -4.843 1.421 2.599
H -2.849 3.271 0.899
H -3.029 1.551 0.469
H -4.994 3.360 1.952
H -5.338 2.126 0.714
O 2.152 -0.612 -2.707
C 1.945 0.007 -3.738
O 2.910 0.644 -4.463
C 2.313 1.040 -5.683
C 0.859 1.110 -5.348
O 0.717 0.153 -4.315
H 2.711 2.003 -6.015
H 2.531 0.284 -6.445
H 0.566 2.093 -4.962
H 0.222 0.859 -6.200
```

Frontier orbital gap   8.88 eV
HOMO level   -0.317 hartree
2S+1   1
ΔE to the lowest compared entry with this formula, charge and spin   157.2 kcal per mole
LUMO level   0.3 eV
Largest force on an atom   9.691 eV/A
SMILES   O=C(F)C[C@H]1C(=O)NC[C@H]1CCCS.O=C1OCCO1.O=C1OCCO1

[4]
The following is a DFT calculation (ωB97M-V/def2-TZVPD) of a 2-piece molecular cluster, C8H15N2O4P overall in a non-equilibrium geometry.

```
30
Properties=species:S:1:pos:R:3
C 0.866 1.498 -1.383
C 0.033 -1.303 2.956
C -0.575 0.025 2.807
C 2.610 -1.127 -1.051
C 1.699 -0.423 -0.194
C -1.757 0.433 -2.759
C 1.506 1.122 -0.076
C -1.350 1.865 -2.183
N -0.781 -2.225 2.142
N -1.292 0.036 1.469
O 1.385 1.675 -2.464
O -2.107 -1.994 -0.131
O 2.692 -1.174 0.396
O -0.388 1.625 -1.107
P -1.027 -1.411 0.650
H 1.041 -1.182 2.754
H 0.014 -1.471 4.079
H -1.344 0.154 3.498
H 0.137 0.865 2.855
H 2.270 -1.961 -1.585
H 3.497 -0.535 -1.423
H -0.964 0.093 -3.396
H -1.997 -0.389 -2.082
H -2.734 0.524 -3.260
H 2.418 1.527 0.045
H 0.892 1.422 0.820
H -2.244 2.255 -1.587
H -0.848 2.484 -2.873
H -0.791 -3.213 2.238
H -0.861 0.806 0.845
```

Frontier orbital gap (spin up / spin down)   7.90 / 7.83 eV
HOMO level (spin up / spin down)   -0.309 / -0.291 hartree
2S+1   1
ΔE to the lowest compared entry with this formula, charge and spin   123.9 kcal per mole
LUMO level (spin up / spin down)   -0.5 / -0.1 eV
Largest force on an atom   4.321 eV/A

[5]
The following is a DFT calculation (ωB97M-V/def2-TZVPD) of C19H14BF6InNO5 as an isolated structure.

```
47
Properties=species:S:1:pos:R:3
In 0.354 -1.003 0.103
O 4.318 -0.084 0.825
C 3.200 0.139 0.395
O 2.082 -0.096 1.019
C 3.059 0.872 -0.946
C 1.844 1.805 -0.964
C 1.926 2.775 -2.149
C 1.578 1.845 -3.343
C 1.390 0.501 -2.638
O 0.779 0.912 -1.385
C 2.743 -0.057 -2.178
C 2.654 -1.555 -1.885
O 3.497 -2.295 -2.352
O 1.595 -1.966 -1.237
H 3.989 1.414 -1.101
H 1.590 2.240 -0.005
H 2.920 3.214 -2.227
H 1.200 3.580 -2.045
H 2.360 1.799 -4.100
H 0.651 2.152 -3.826
H 0.745 -0.216 -3.136
H 3.498 0.049 -2.952
F 0.379 -2.964 5.229
C -0.213 -2.160 4.320
C 0.216 -2.174 3.011
C -0.420 -1.347 2.091
C -1.471 -0.512 2.483
C -1.828 -0.521 3.827
F -2.790 0.314 4.298
C -1.225 -1.334 4.760
C -2.158 0.315 1.457
C -3.447 0.821 1.614
C -4.042 1.497 0.567
C -3.351 1.668 -0.621
C -2.079 1.142 -0.708
N -1.496 0.500 0.306
H 1.043 -2.809 2.724
H -1.529 -1.313 5.797
H -3.989 0.653 2.529
H -5.052 1.872 0.674
H -3.792 2.175 -1.469
H -1.497 1.224 -1.613
F -2.700 -2.104 -0.036
B -1.876 -2.656 -1.037
F -2.601 -3.432 -1.919
F -0.806 -3.345 -0.426
F -1.248 -1.533 -1.730
```

Charge   -1
Frontier orbital gap   8.80 eV
HOMO level   -0.235 hartree
2S+1   1
LUMO level   2.4 eV
Largest force on an atom   0.474 eV/A

[6]
The following is a DFT calculation (ωB97M-V/def2-TZVPD) of a 2-piece molecular cluster, C2H6BrN overall in a non-equilibrium geometry.

```
10
Properties=species:S:1:pos:R:3
C 0.144 1.221 -0.256
C 0.180 -1.040 -0.047
N -0.561 0.012 -0.286
Br -2.241 0.043 0.351
H 0.614 1.256 0.813
H 1.051 1.116 -0.906
H -0.445 2.097 -0.432
H -0.330 -1.937 -0.481
H 1.214 -0.966 -0.389
H 0.374 -1.804 1.633
```

Frontier orbital gap   8.66 eV
HOMO level   -0.303 hartree
2S+1   1
ΔE to the lowest compared entry with this formula, charge and spin   81.1 kcal per mole
LUMO level   0.4 eV
Largest force on an atom   6.552 eV/A